Record 1
This record from the OMol25 dataset describes 3 unconnected molecules or ions with the total composition C9H19O4 in a non-equilibrium geometry. The level of theory is ωB97M-V/def2-TZVPD.

Results
Relative energy (zero: lowest compared OMol25 entry of this formula, charge and spin) in eV: 3.4716
Lowest unoccupied orbital energy (spin up / spin down) in eV: 0.9 / -1.3
Highest occupied orbital energy (spin up / spin down) in eV: -7.61 / -7.43
Electronic energy in Ha: -655.01717
2S+1: 2
Net charge: 0
Expectation value of S²: 0.806
Kohn-Sham gap (spin up / spin down) in eV: 8.485 / 6.182

Positions of all 32 atoms, in Å:
O 2.35799 2.39257 0.58967
O -1.40895 -0.66261 1.14272
O 0.28961 1.45978 -1.62269
O -1.61431 -2.53329 -0.99623
C 0.62541 1.54581 0.76620
C -0.85621 -1.96028 1.19571
C 4.50448 1.58241 1.07661
C -0.42586 1.88243 -2.75557
C 3.31045 2.17208 1.43396
C -0.12599 2.08857 -0.43733
C -1.68038 -2.90335 0.35681
C -2.29483 -3.42130 -1.84481
C -0.72395 0.30567 1.84248
H 0.44091 2.26854 1.57899
H -0.85209 -2.32330 2.23843
H -1.28574 -3.92718 0.49751
H -0.01966 1.35198 -3.62530
H -1.85315 -4.43220 -1.79931
H -0.31650 2.96978 -2.91393
H -0.06601 -0.09017 2.63001
H 4.72102 1.35892 0.03092
H 1.13498 0.61720 0.45948
H -3.36234 -3.49485 -1.57453
H 5.29054 1.45393 1.82011
H -2.20898 -3.04042 -2.86948
H -1.50035 1.64689 -2.65991
H -1.21573 1.96510 -0.29199
H 0.02259 3.18147 -0.51407
H 3.08592 2.33090 2.50174
H 0.18318 -1.94751 0.82972
H -1.42633 1.06115 2.20882
H -2.72971 -2.89871 0.70525

Record 2
This record from the OMol25 dataset describes a molecular structure, C23H25EuN2O in a non-equilibrium geometry. The level of theory is ωB97M-V/def2-TZVPD.

Results
Lowest unoccupied orbital energy (spin up / spin down) in eV: 2.4 / 2.4
Highest occupied orbital energy (spin up / spin down) in eV: -2.88 / -3.73
Electronic energy in Ha: -1786.45219
2S+1: 8
Net charge: -1
Expectation value of S²: 15.765
Kohn-Sham gap (spin up / spin down) in eV: 5.283 / 6.110

Positions of all 52 atoms, in Å:
Eu -0.14697 0.20679 1.94210
O -3.13364 0.13498 -2.61986
N -1.61780 1.78867 -2.42058
N 0.02585 0.03557 5.61026
C 1.68670 1.60196 1.35931
C -1.35678 -1.60322 3.44963
C 2.26994 0.06688 3.07697
C -1.28456 -2.26980 -1.24969
C -1.52058 -1.59703 1.08123
C -1.99584 -1.34159 -0.27277
C 0.88924 1.86264 -2.34235
C 2.07094 2.48624 -1.94486
C 0.95368 0.71497 -3.14854
C -0.19261 -2.33876 2.92085
C 3.37848 0.85228 -3.15733
C -1.66423 0.13817 -0.63825
C 2.20435 0.21257 -3.55381
C -2.17828 -1.12974 2.34313
C 1.93585 0.25574 0.74706
C 0.02584 0.09199 4.46453
C -3.48916 -1.58605 -0.24582
C 1.90149 1.47628 2.79270
C -0.27198 -2.33663 1.51033
C -0.41830 2.43986 -1.87841
C 3.30953 1.99110 -2.35068
C 2.30701 -0.66143 1.82736
C -2.22469 0.65798 -1.97000
H -3.67827 -2.61775 0.11024
H 1.66055 2.22806 3.53040
H 4.22261 2.49554 -2.03092
H 1.28619 2.45468 0.84452
H -0.47116 3.50775 -2.15779
H -0.46010 2.40738 -0.76388
H 0.44175 -2.72903 0.80918
H 4.34665 0.46127 -3.47500
H -1.59306 -1.38127 4.51198
H -3.90483 -1.47729 -1.25981
H 0.03493 0.21718 -3.47163
H -3.00517 -0.44898 2.39732
H 2.01662 3.36897 -1.29801
H -0.56195 0.27215 -0.66468
H -1.94447 2.10915 -3.32784
H -2.06037 0.82576 0.16346
H 2.23829 -0.67748 -4.18036
H 0.62359 -2.70898 3.52856
H -1.68290 -2.09782 -2.27005
H 2.49140 -1.71276 1.70800
H -0.19582 -2.10994 -1.26323
H -1.48997 -3.32149 -0.97327
H 2.42019 -0.35256 4.06710
H 1.80552 0.02425 -0.29210
H -4.00374 -0.88720 0.42529

Record 3
This record from the OMol25 dataset describes a molecular structure, C15H29AsBrN3O3PtSi2. The level of theory is ωB97M-V/def2-TZVPD.

Results
Relative energy (zero: lowest compared OMol25 entry of this formula, charge and spin) in eV: 0.0000
Lowest unoccupied orbital energy (spin up / spin down) in eV: 0.2 / -0.7
Highest occupied orbital energy (spin up / spin down) in eV: -5.31 / -6.94
Electronic energy in Ha: -6486.97877
2S+1: 3
Net charge: 0
Expectation value of S²: 2.029
Kohn-Sham gap (spin up / spin down) in eV: 5.519 / 6.217

Positions of all 55 atoms, in Å:
Pt -0.09733 0.06611 1.19056
Br -0.07682 3.73697 0.72582
As -0.29089 0.77048 -1.09643
Si -1.12051 -0.74906 -2.71338
Si 1.79244 1.51193 -1.92572
O 1.32609 -1.29608 -0.86913
O -3.25925 4.21998 4.67939
O -0.28320 -1.15930 4.12978
N -1.12114 1.63482 2.24046
N 0.02493 -1.29082 2.75634
N 0.88152 -1.40546 0.37386
C -2.59962 1.97454 4.11478
C -1.87285 1.17680 3.26383
C 1.52208 3.18326 -2.72787
C 0.56429 -2.48169 2.38133
C 2.98858 1.62398 -0.51352
C -2.58262 3.34598 3.91516
C -0.11749 -2.12689 -3.44123
C 2.46224 0.38237 -3.24692
C 1.69659 -3.72230 0.43423
C -2.67790 -1.42764 -1.95364
C -1.82837 3.84599 2.86934
C 0.62399 -3.65319 3.31624
C 1.03364 -2.54493 1.07177
C -1.56277 0.41990 -4.11149
C -1.12627 2.95668 2.07588
H 0.40257 -4.57417 2.77897
H -3.73531 3.75400 5.37611
H -0.80169 -2.77478 -4.00074
H -0.65886 0.78970 -4.60681
H 2.58304 2.19670 0.32215
H 2.06163 -4.42160 1.18452
H -2.45234 -2.03946 -1.07516
H 0.69467 3.12689 -3.44149
H 1.61088 -3.77450 3.77516
H -1.88485 0.10993 3.39387
H -2.11766 1.28510 -3.73970
H 2.46296 -0.65301 -2.90280
H 1.87224 0.45184 -4.16671
H -3.16407 1.51857 4.91914
H 0.39062 -2.70665 -2.67123
H 2.42079 3.48670 -3.27593
H -0.11135 -3.54949 4.11157
H 2.53746 -3.38408 -0.17038
H 3.49008 0.67913 -3.48414
H 0.63804 -1.74244 -4.13009
H 0.53256 -1.36661 4.60417
H 3.91936 2.09842 -0.84269
H -3.32969 -0.61059 -1.63296
H 1.01767 -4.25760 -0.23761
H 3.21183 0.61544 -0.15737
H -2.17589 -0.08344 -4.86708
H -3.22199 -2.04541 -2.67547
H -1.77898 4.90721 2.68061
H 1.28692 3.97177 -2.00731

Record 4
This record from the OMol25 dataset describes a molecular structure, C14H28Br2INPtSi2Te. The level of theory is ωB97M-V/def2-TZVPD.

Results
Relative energy (zero: lowest compared OMol25 entry of this formula, charge and spin) in eV: 0.2919
Lowest unoccupied orbital energy in eV: -7.5
Highest occupied orbital energy in eV: -14.76
Electronic energy in Ha: -7016.54929
Net charge: +2
Kohn-Sham gap in eV: 7.206

Positions of all 50 atoms, in Å:
Pt -2.39884 -0.34929 -1.17565
I 1.18589 -5.04462 -0.80415
Te -1.37342 0.27342 1.11776
Br -4.03663 -0.51210 -3.21347
Br -4.41382 0.95599 -0.48517
Si 0.68424 2.28607 -1.00557
Si 0.88631 -0.72796 3.44007
N -0.94107 -1.52037 -1.96216
C 0.96944 -3.12675 -3.16399
C 1.33899 1.05845 3.73146
C 1.67463 3.82505 -0.67436
C -5.33414 0.42419 -2.12329
C -0.27570 2.01643 0.61070
C -0.46842 -2.60437 -1.33305
C 2.36893 -1.84333 3.53558
C 0.23052 -0.97716 1.63237
C -0.49147 -1.23582 -3.19857
C 1.79831 0.82968 -1.36321
C 0.45353 -2.01978 -3.82289
C -0.49497 -1.25787 4.56991
C 0.49673 -3.42456 -1.89408
C -0.53746 2.57182 -2.40178
H 2.07469 1.42673 3.01256
H 1.79097 1.14652 4.72258
H 2.37563 1.04166 -2.26704
H -0.15255 -1.99976 1.61734
H 0.78322 -1.75702 -4.81820
H 0.40326 2.12556 1.45942
H -1.39193 -0.64175 4.46752
H -1.50663 2.93167 -2.04767
H -0.17312 -1.17308 5.61022
H -6.12953 -0.25904 -1.85282
H -1.01569 2.81620 0.71362
H 1.71914 -3.74766 -3.63617
H 2.28134 4.07618 -1.54737
H -0.14139 3.33555 -3.07484
H 0.47664 1.72989 3.73429
H 1.24274 -0.09359 -1.54446
H 2.80671 -1.80760 4.53538
H -0.77712 -2.29974 4.40299
H 2.35217 3.70275 0.17278
H 2.10191 -2.88259 3.33291
H -0.70010 1.67464 -2.99809
H -0.88593 -2.82079 -0.36605
H -0.89047 -0.35674 -3.68554
H -5.67230 1.31283 -2.64188
H 1.01525 -0.86140 0.88328
H 1.03023 4.68188 -0.46690
H 2.51682 0.64722 -0.56127
H 3.14446 -1.54560 2.82695

Record 5
This record from the OMol25 dataset describes a molecular structure, CH7BInO2 in a non-equilibrium geometry. The level of theory is ωB97M-V/def2-TZVPD.

Results
Relative energy (zero: lowest compared OMol25 entry of this formula, charge and spin) in eV: 1.5286
Lowest unoccupied orbital energy in eV: 3.4
Highest occupied orbital energy in eV: -3.79
Electronic energy in Ha: -407.76672
Net charge: -1
Kohn-Sham gap in eV: 7.201

Positions of all 12 atoms, in Å:
In 0.64848 -1.53387 -0.16724
O -1.62907 0.38041 1.35171
O 2.50341 -1.02008 0.74394
C -0.77295 1.44398 -0.83677
B -0.75378 0.22413 0.22657
H 0.97677 -1.69421 -1.94361
H 2.34364 -0.19668 1.18775
H -0.29546 2.29414 -0.31911
H -1.06591 0.34246 2.11385
H -1.82258 1.68497 -1.08630
H 0.08113 -3.11222 0.47029
H -0.21369 1.18697 -1.74108